Below is a molecular structure, C18H34CaCl2N5S4SbSi2 at a distorted geometry, with properties calculated with wB97M-V/def2-TZVPD.

Results
E_LUMO ... 4.1871 eV
Molecular weight ... 737.7 g/mol
Net charge ... -2

Geometry (Å):
1 C -1.517 3.324 3.380
2 H -3.895 1.239 3.829
3 C -2.025 3.122 -1.587
4 H 1.472 1.865 1.235
5 H 4.374 2.324 -2.254
6 C -1.396 -4.096 -2.742
7 H 3.431 1.740 -3.641
8 H 4.284 -0.436 -0.668
9 H -0.588 0.669 4.710
10 Si -2.890 -0.326 2.163
11 H -1.075 -4.524 -1.797
12 C -1.906 1.344 0.084
13 H 4.530 -1.873 -3.063
14 C -2.215 -1.465 3.487
15 C -3.764 -1.461 0.929
16 H -5.070 -0.010 3.389
17 C -2.248 0.852 -2.204
18 H -3.148 -2.333 0.677
19 C 0.128 0.871 3.910
20 H -2.011 4.178 -1.836
21 C 3.815 1.476 -2.654
22 C 4.065 -0.950 -3.410
23 C 4.711 0.240 -2.688
24 C -1.704 0.873 1.421
25 H -1.789 3.467 0.499
26 H -2.475 2.998 3.793
27 N 0.710 -1.786 -2.570
28 H 5.604 0.475 -3.279
29 S 2.123 -2.812 3.487
30 H 0.965 1.426 4.346
31 H 0.515 3.270 0.750
32 Cl -2.534 -2.775 -2.380
33 C -1.882 2.730 -0.287
34 S 3.558 -4.008 0.049
35 N 0.575 -0.808 -3.502
36 H 5.840 -0.992 -1.289
37 C -4.288 0.649 2.996
38 H -4.023 -0.950 0.001
39 N -2.113 0.439 -0.930
40 C 5.146 -0.148 -1.276
41 C 2.004 -1.937 -2.383
42 Cl -2.162 -5.353 -3.756
43 Sb 1.911 -2.891 1.219
44 N 2.637 -1.114 -3.203
45 N 1.720 -0.390 -3.886
46 C -2.208 2.163 -2.598
47 H -0.565 -3.666 -3.282
48 H 2.960 1.301 -1.996
49 H 2.494 -2.727 -1.812
50 H -2.382 0.064 -2.938
51 H -2.001 -0.935 4.416
52 H 1.402 3.293 2.284
53 H -2.956 -2.242 3.699
54 H -4.747 1.346 2.287
55 C 0.821 2.662 1.603
56 Si -0.617 1.882 2.525
57 H 5.639 0.696 -0.787
58 H -2.305 2.433 -3.640
59 Ca -0.685 -1.165 -0.238
60 H 0.525 -0.086 3.558
61 H -1.292 -1.963 3.174
62 S -0.243 -3.683 0.557
63 H -1.720 4.153 2.694
64 H -4.682 -1.838 1.388
65 S 1.859 -0.659 0.323
66 H 4.212 -0.872 -4.488
67 H -0.908 3.712 4.204